(1)
{
  "formula": "C14H21Br2N4O6S",
  "method": "the ωB97M-V functional and the def2-TZVPD basis",
  "elements": ["C", "C", "O", "O", "C", "C", "C", "C", "C", "C", "C", "Br", "N", "C", "N", "C", "C", "O", "Br", "N", "C", "O", "N", "S", "C", "O", "O", "H", "H", "H", "H", "H", "H", "H", "H", "H", "H", "H", "H", "H", "H", "H", "H", "H", "H", "H", "H", "H"],
  "coordinates": [[-0.8188, 2.7955, -1.8311], [-1.2907, 1.7815, -2.8304], [-0.5980, 0.9060, -3.2522], [-2.5791, 1.9461, -3.2174], [-3.4915, 0.8692, -2.9348], [-3.2210, 0.1232, -1.6353], [-2.3036, -1.1046, -1.8017], [-1.3334, -1.3075, -0.6231], [-0.0451, -2.0247, -1.0379], [1.1623, -1.7780, -0.1394], [1.2005, -2.6804, 1.1110], [2.0933, -4.3448, 0.8329], [1.8133, -1.8758, 2.1913], [1.3608, -0.6159, 1.8364], [0.9259, 0.2482, 2.7078], [0.2510, 1.5056, 2.3872], [-1.2143, 1.5410, 2.7983], [-1.8081, 2.5501, 2.8317], [-2.0687, -0.1567, 3.1092], [1.0425, -0.0832, 4.0608], [1.8006, 0.6456, 4.7304], [2.5262, 1.3041, 5.3548], [1.2631, -0.4089, 0.4630], [2.4401, 0.6213, -0.2336], [3.9960, -0.1689, 0.0436], [2.1551, 0.6224, -1.6244], [2.3979, 1.8179, 0.5517], [-1.0587, 2.4257, -0.8283], [-1.2954, 3.7636, -1.9711], [0.2633, 2.8960, -1.9183], [-4.4753, 1.3363, -2.9028], [-3.5036, 0.1613, -3.7700], [-2.8498, 0.7984, -0.8566], [-4.1948, -0.2209, -1.2741], [-1.7167, -1.0139, -2.7153], [-2.9226, -2.0018, -1.8844], [-1.8518, -1.8912, 0.1472], [-1.1177, -0.3336, -0.1732], [0.2259, -1.7183, -2.0510], [-0.2148, -3.1052, -1.0630], [2.0701, -1.9633, -0.7178], [0.2033, -2.9501, 1.4567], [2.8266, -1.9420, 2.2549], [0.2561, 1.6456, 1.3095], [0.7836, 2.3437, 2.8361], [3.8903, -1.2525, -0.0170], [4.6612, 0.1877, -0.7420], [4.3647, 0.1063, 1.0319]],
  "mulliken_charge": [-0.691, 0.754, -0.480, -0.384, -0.689, -0.731, -1.165, 0.303, -1.470, -0.166, -0.293, -0.026, -0.274, -0.294, 0.771, -0.182, 0.223, -0.427, -0.119, -0.941, 0.761, -0.316, 0.420, 1.262, -0.984, -0.571, -0.675, -0.092, 0.431, 0.273, 0.350, 0.325, 0.249, 0.518, 0.599, 0.508, 0.410, -0.271, 0.599, 0.301, 0.708, 0.417, 0.383, -0.032, 0.633, 0.266, 0.465, 0.344],
  "e_lumo_ev": -4.659,
  "smiles": "CC(=O)OCCCCC[C@@H]1[C@@H](Br)NC(N(CC(=O)Br)N=C=O)=[N+]1S(C)(=O)=O",
  "total_charge": 1
}

***

(2)
{
  "formula": "C4H5O5S",
  "method": "the ωB97M-V functional and the def2-TZVPD basis",
  "elements": ["C", "C", "C", "S", "O", "O", "O", "C", "O", "O", "H", "H", "H", "H", "H"],
  "coordinates": [[0.6873, -0.5054, -0.0965], [-0.7874, -0.2769, 0.1953], [-1.4323, 0.6718, -0.7893], [-3.0146, 0.9378, 0.0247], [-2.9727, 1.5910, 1.3318], [-3.8821, 1.5099, -0.9164], [-3.4651, -0.7115, 0.2378], [-2.6600, -1.7171, -0.0404], [-2.9946, -2.8714, -0.1779], [-1.2892, -1.5892, 0.0962], [1.3834, 0.1566, 0.4059], [0.8049, -0.3584, -1.2274], [0.8046, -1.5989, 0.2510], [-0.8761, 0.0644, 1.3853], [-0.8853, 1.5534, -0.6354]],
  "mulliken_charge": [-1.272, 0.586, -0.948, 1.133, -0.615, -0.597, -0.331, 0.596, -0.617, -0.215, 0.332, 0.295, 0.281, 0.162, 0.210],
  "e_lumo_ev": 3.749,
  "smiles": "C[C@H]1C=[S@@](=O)([O-])OC(=O)O1",
  "total_charge": -1
}

***

no.,largest force on an atom (eV/A)
1,1.93
2,4.44